# 1
Formula: C4H9NO2
Source: the Open Molecules 2025 dataset
Level of theory: the ωB97M-V functional and the def2-TZVPD basis

The calculation puts the strongest force on any atom at 0.4 eV Å⁻¹. The value obtained for the HOMO-LUMO gap is 7.796 eV. The value obtained for the total energy is -9875.989 eV. Its multiplicity is 1. For the energy above the lowest of the compared OMol25 structures with the same formula, charge and spin, the calculation gives 93.9 kcal/mol. The value obtained for the LUMO energy is -0.923 eV. The value obtained for the HOMO energy is -8.718 eV.

```
16
Properties=species:S:1:pos:R:3:forces:R:3
N 0.2097 -0.7923 -1.1299 -0.238 -0.106 -0.021
C -1.1102 -0.8962 -0.8714 -0.018 0.041 -0.032
O -1.9666 -1.4347 -1.5679 0.211 0.126 0.162
C -1.5225 -0.1768 0.4193 -0.077 0.009 0.026
C -0.3338 0.4847 1.1021 0.135 -0.063 -0.146
C 0.6215 1.1077 0.1558 -0.260 0.171 0.164
O 2.2764 -0.2781 0.2082 0.180 -0.020 -0.180
H 0.3915 -1.0861 -2.0887 0.011 0.018 0.088
H 1.5315 -0.7903 -0.2747 -0.021 0.104 -0.023
H -2.2764 0.5676 0.1381 0.098 -0.108 0.006
H -2.0220 -0.8861 1.0858 0.074 0.092 -0.110
H -0.6405 1.2970 1.7835 0.052 -0.072 -0.075
H 0.2283 -0.2183 1.7278 -0.072 0.094 -0.054
H 0.2664 1.4957 -0.7911 0.042 -0.103 0.107
H 1.4429 1.6581 0.5973 -0.069 -0.127 -0.079
H 2.9037 -0.0520 -0.4943 -0.048 -0.056 0.168
```
Positions in Å, forces in eV/Å.

***

# 2
Formula: C26H64CuF6NO28S10
Source: the Open Molecules 2025 dataset
Level of theory: the ωB97M-V functional and the def2-TZVPD basis

The net charge is +1. The calculation puts the strongest force on any atom at 3.4 eV Å⁻¹. The value obtained for the HOMO-LUMO gap (spin up / spin down) is 10.721 / 6.839 eV. The value obtained for the total energy is -256105.889 eV. Its multiplicity is 2. For the energy above the lowest of the compared OMol25 structures with the same formula, charge and spin, the calculation gives 0.0 kcal/mol. The value obtained for the LUMO energy (spin up / spin down) is -1.971 / -5.852 eV. The value obtained for the HOMO energy (spin up / spin down) is -12.692 / -12.692 eV.

```
136
Properties=species:S:1:pos:R:3:forces:R:3
Cu -0.0619 -1.1426 -1.6890 0.800 0.783 0.692
C 0.0142 0.7768 2.1701 0.350 -0.333 -0.155
F -1.2532 1.0132 1.8993 -0.066 0.147 -0.124
F 0.4973 1.7236 2.9487 0.062 0.142 0.097
F 0.1001 -0.3983 2.7665 -0.050 -0.061 0.151
S 0.9945 0.8125 0.5515 0.680 1.183 -2.090
O 0.2335 1.6376 -0.3456 -0.837 -0.978 0.407
O 2.3379 1.2940 0.7026 -0.377 -0.482 0.934
N 1.0361 -0.7958 -0.0136 -0.792 1.859 1.129
S 2.2210 -1.5445 0.7799 1.673 -2.938 -0.127
O 3.2426 -1.9787 -0.1386 -0.421 0.466 0.253
O 2.6049 -0.9715 2.0334 -0.454 0.308 -0.355
C 1.4849 -3.2067 1.3221 -0.353 1.037 -0.716
F 1.5602 -4.0677 0.3004 0.018 -0.260 0.098
F 2.1675 -3.6812 2.3402 0.073 -0.055 0.108
F 0.1997 -3.0749 1.6548 0.015 -0.125 0.262
O 2.8680 0.9392 -4.5948 -0.562 -0.163 0.145
S 2.7409 0.5294 -3.2311 1.660 0.272 -0.482
O 1.4607 0.1605 -2.6960 0.131 -0.539 0.119
O 3.7705 -0.6867 -2.9999 -1.307 0.364 0.224
C 4.9508 -0.6569 -3.8060 1.579 0.587 -0.184
C 5.9391 -1.6828 -3.2894 -0.624 -0.426 0.005
C 3.4626 1.7944 -2.2272 -0.024 0.054 0.230
H 5.4604 0.3111 -3.7152 -0.431 0.130 0.077
H 4.7384 -0.7851 -4.8656 -0.343 -0.201 0.128
H 6.9245 -1.4815 -3.7039 -0.025 -0.099 -0.131
H 5.5962 -2.6762 -3.5858 0.280 -0.055 0.016
H 6.0196 -1.6565 -2.2020 -0.044 0.136 0.001
H 3.8193 1.3744 -1.2895 -0.251 -0.048 0.049
H 2.7043 2.5553 -2.0501 -0.083 -0.096 0.027
H 4.2984 2.2377 -2.7622 -0.047 -0.122 -0.200
O 0.3850 6.9876 -3.5656 -0.275 0.205 -0.043
S -0.9349 7.2040 -3.0458 -0.211 0.053 1.346
O -2.0948 6.9623 -3.8501 0.423 0.112 0.306
O -1.1114 6.2653 -1.7365 0.025 -0.298 -0.882
C 0.0844 5.9907 -0.9720 -0.157 -0.013 0.678
C -0.3044 5.1259 0.2144 -0.367 -0.490 0.209
C -1.0207 8.8242 -2.2088 -0.251 -0.508 -1.083
H 0.4852 6.9524 -0.6491 0.233 -0.070 -0.005
H 0.8185 5.4397 -1.5569 -0.005 0.347 -0.320
H -1.3288 5.2831 0.5565 0.039 0.375 -0.099
H 0.3427 5.2797 1.0774 0.143 0.124 -0.129
H -0.2482 4.0644 -0.0363 0.104 0.038 -0.047
H -1.1021 8.6832 -1.1371 0.299 -0.083 0.015
H -1.9294 9.3109 -2.5557 0.051 0.023 -0.104
H -0.1392 9.3623 -2.5423 0.013 0.165 0.265
O 2.8578 -3.0891 -4.4819 -0.064 0.358 0.358
S 2.2337 -3.4865 -3.2591 -0.030 -0.837 -0.812
O 1.3732 -2.5869 -2.5302 0.253 -0.242 -0.144
O 1.2491 -4.7150 -3.6279 0.725 0.893 0.519
C 1.8919 -5.8384 -4.2522 -0.558 -1.740 0.138
C 0.8030 -6.7511 -4.8026 -0.028 0.133 -0.634
C 3.4825 -4.2498 -2.2169 -0.691 0.454 -0.124
H 2.3816 -6.4208 -3.4665 0.335 0.244 -0.059
H 2.6089 -5.6028 -5.0353 -0.086 0.632 0.094
H 1.2192 -7.4498 -5.5309 0.232 -0.013 0.164
H 0.0648 -6.1834 -5.3707 -0.080 0.092 0.212
H 0.3191 -7.3496 -4.0347 -0.106 0.186 0.128
H 4.0631 -4.9199 -2.8432 -0.164 -0.127 -0.047
H 2.9291 -4.7461 -1.4257 0.273 -0.132 0.102
H 4.1425 -3.4844 -1.8173 -0.273 0.194 0.036
O -4.0375 2.2077 6.4738 0.556 0.360 -0.303
S -3.7440 2.1074 5.0734 -0.345 -1.870 0.323
O -4.5549 2.8053 4.1276 0.436 0.340 -0.098
O -2.2032 2.4311 4.7602 -0.603 0.235 -0.070
C -1.2557 2.3236 5.8498 0.813 -0.745 0.231
C -1.0183 0.8972 6.3309 -1.128 0.046 0.946
C -3.8053 0.3548 4.5984 -0.089 0.557 -0.450
H -1.5919 2.9697 6.6554 0.063 -0.045 0.085
H -0.2908 2.6600 5.4730 -0.321 0.532 -0.349
H -1.9193 0.5477 6.8438 -0.042 -0.165 -0.178
H -0.2807 0.8900 7.1308 0.279 0.198 -0.267
H -0.7517 0.1618 5.5736 0.151 0.246 -0.212
H -4.0438 0.3915 3.5368 0.152 -0.210 -0.047
H -4.5895 -0.1945 5.1130 -0.090 0.367 0.238
H -2.8550 -0.1420 4.7552 0.067 0.142 0.072
O -1.9215 -0.6604 -0.7445 0.306 0.013 0.308
S -3.2149 -0.2969 -0.2189 -1.201 0.256 -0.790
O -3.5354 -0.5571 1.1503 0.319 -0.031 -0.463
O -3.4355 1.2339 -0.5678 0.292 -0.852 0.404
C -4.4231 1.9718 0.2413 0.717 0.443 0.422
C -3.6775 3.0098 1.0547 -0.041 0.231 -0.824
C -4.3967 -1.0294 -1.3359 0.051 -0.405 0.340
H -4.9558 1.2868 0.8958 -0.193 -0.062 -0.247
H -5.0575 2.4765 -0.4832 -0.255 -0.296 0.021
H -3.2124 3.6963 0.3417 -0.096 0.184 0.130
H -2.8632 2.6054 1.6453 -0.303 -0.186 0.310
H -4.4094 3.5406 1.6601 0.235 0.066 0.201
H -4.3168 -2.1142 -1.2671 0.257 0.053 0.033
H -4.1464 -0.6792 -2.3340 -0.016 0.043 -0.004
H -5.4202 -0.7814 -1.0616 0.114 0.365 0.101
O -1.9333 1.9152 -4.8551 -0.048 -0.360 0.270
S -1.3106 2.0218 -3.5731 0.554 1.487 0.173
O -1.0784 0.8815 -2.7376 -0.394 -0.763 -0.223
O 0.1344 2.6719 -3.7354 -0.960 -0.191 0.137
C 0.2225 3.8587 -4.5830 0.479 0.365 -0.069
C 0.8858 3.4872 -5.8809 0.318 0.152 -0.081
C -2.1541 3.2879 -2.6274 -0.318 0.008 -0.870
H 0.8108 4.5556 -3.9876 0.157 -0.027 -0.154
H -0.7309 4.3634 -4.7460 -0.216 -0.423 0.095
H 1.0534 4.3843 -6.4797 -0.120 0.009 0.008
H 0.2843 2.7843 -6.4546 -0.050 0.008 0.043
H 1.8615 3.0438 -5.6843 -0.056 -0.100 -0.027
H -2.3136 4.1403 -3.2899 0.373 0.031 -0.019
H -1.5618 3.5806 -1.7698 -0.063 -0.236 0.158
H -3.1689 2.9668 -2.4043 0.212 -0.401 0.322
O -0.7723 -3.1557 -1.0206 -0.311 -0.230 -0.214
S -1.7940 -4.1652 -0.9093 -0.520 -1.057 -1.361
O -3.0303 -3.8884 -0.2539 0.150 0.243 0.223
O -2.1272 -4.6344 -2.4188 0.351 0.952 1.091
C -3.2988 -5.4684 -2.5666 0.341 -1.260 -0.824
C -3.0693 -6.2679 -3.8406 0.055 0.090 -0.439
C -1.0701 -5.6401 -0.2456 0.765 0.776 0.178
H -4.2278 -4.9091 -2.6283 0.190 0.373 0.243
H -3.3309 -6.1866 -1.7472 -0.293 0.246 0.214
H -3.9831 -6.7737 -4.1525 -0.014 -0.031 0.139
H -2.2788 -7.0104 -3.7385 -0.056 -0.052 0.274
H -2.7530 -5.6389 -4.6744 -0.174 0.237 0.114
H -1.7209 -6.5013 -0.3315 -0.245 0.132 0.168
H -0.8182 -5.3568 0.7765 -0.257 -0.369 0.153
H -0.1261 -5.8190 -0.7572 -0.104 0.055 -0.211
O 0.6651 0.3744 9.7768 -0.054 -0.198 -0.047
S 1.2499 -0.7220 9.0812 1.748 0.106 -0.736
O 0.5189 -1.8997 8.7252 -0.207 0.100 0.320
O 1.8532 -0.0953 7.7263 -0.324 -0.178 0.413
C 2.3649 -1.0376 6.7310 -0.762 1.344 -0.010
C 2.4753 -0.2556 5.4393 0.882 0.123 -0.317
C 2.8012 -1.2311 9.8594 -1.050 0.281 0.742
H 1.6096 -1.8108 6.6133 0.297 -0.333 0.132
H 3.3270 -1.3870 7.1006 -0.006 -0.317 -0.233
H 2.8324 -0.9569 4.6815 -0.308 0.150 -0.240
H 3.2033 0.5606 5.4451 0.227 -0.236 0.465
H 1.5672 0.2574 5.1303 -0.349 -0.568 0.075
H 3.0981 -2.1690 9.4043 0.181 0.022 0.038
H 2.5539 -1.3554 10.9153 -0.060 -0.399 -0.065
H 3.5537 -0.4477 9.8552 -0.080 0.069 -0.538
```
Positions in Å, forces in eV/Å.

***

# 3
Formula: C6H12Cl6N6O18V2
Source: the Open Molecules 2025 dataset
Level of theory: the ωB97M-V functional and the def2-TZVPD basis

The calculation puts the strongest force on any atom at 3.9 eV Å⁻¹. The value obtained for the HOMO-LUMO gap (spin up / spin down) is 7.831 / 8.765 eV. The value obtained for the total energy is -178702.576 eV. Its multiplicity is 5. The value obtained for the LUMO energy (spin up / spin down) is -2.920 / -1.986 eV. The value obtained for the HOMO energy (spin up / spin down) is -10.751 / -10.751 eV.

```
50
Properties=species:S:1:pos:R:3:forces:R:3
V 1.0369 2.6466 2.5522 2.698 0.900 -2.721
V 2.9222 -0.5630 -1.0286 0.865 3.349 1.250
N 2.9106 0.6791 -3.3779 0.816 0.797 2.120
O 3.9057 0.0852 -2.8226 1.209 -0.996 0.493
O 3.0426 1.5830 -4.1336 -0.567 -0.893 -0.417
O 1.8546 0.3156 -2.7811 -1.235 -0.449 0.201
N 3.3331 2.1691 3.8888 -1.190 0.209 -1.154
O 2.6128 1.3037 3.2648 -0.668 -0.601 0.110
O 4.3377 1.9454 4.4625 -0.115 -0.024 -0.021
O 2.7988 3.3204 3.7393 -0.872 0.766 0.189
N 4.7026 -0.8234 1.0014 -2.159 0.683 -1.293
O 4.9667 -0.5318 -0.2108 1.091 0.264 -1.345
O 5.3920 -0.6807 1.9447 0.242 -0.355 -0.241
O 3.4655 -1.1718 1.0199 -1.101 -0.648 0.437
N 0.1529 -0.0314 0.6711 -0.527 0.308 1.014
O -0.9722 -0.4674 0.7391 0.464 0.052 -0.272
O 0.9877 -0.5300 -0.1196 0.627 -0.557 -0.657
O 0.5012 0.9116 1.4504 0.377 0.291 0.141
N -0.3344 4.7826 1.6800 0.076 -0.558 0.882
O -0.5177 3.5720 1.3127 -0.208 -0.855 0.085
O -1.0145 5.7047 1.3665 0.534 -0.434 -0.180
O 0.6379 4.8401 2.5112 0.423 -0.521 0.621
N 2.8327 2.6720 -0.1715 -0.782 -1.522 0.348
O 3.1696 3.3939 -1.0488 0.221 0.581 -0.304
O 2.2917 3.0964 0.8888 -0.317 1.091 0.829
O 2.9743 1.4171 -0.2284 0.261 -1.095 -0.074
Cl -5.1237 -3.1849 0.9884 0.128 -0.130 0.224
C -4.6018 -2.1970 -0.3917 -0.241 -0.564 -0.317
C -4.9819 -2.8377 -1.7129 -0.288 0.384 0.112
Cl -4.3345 -4.4689 -1.9828 0.177 0.052 0.136
H -3.5264 -2.0552 -0.3631 0.054 0.191 0.284
H -5.1601 -1.2704 -0.2893 0.299 0.223 -0.149
H -4.5894 -2.1944 -2.4949 -0.046 -0.029 -0.216
H -6.0644 -2.9032 -1.7918 0.021 -0.055 -0.089
Cl 1.1911 -5.0402 1.3423 -0.081 -0.080 0.110
C -0.3336 -4.5994 0.5086 0.414 -0.881 -0.726
C -1.3320 -3.9548 1.4237 0.037 1.347 -0.793
Cl -1.9659 -5.0136 2.6753 0.074 -0.083 0.097
H -0.7295 -5.4905 0.0177 -0.051 -0.208 0.515
H 0.0166 -4.0244 -0.3484 -0.436 0.742 0.348
H -2.1642 -3.5659 0.8339 -0.172 -0.467 -0.083
H -0.9145 -3.0352 1.8368 0.169 -0.328 0.504
Cl -1.2950 0.0543 -2.5188 -0.429 -0.178 0.235
C -2.0974 1.4665 -1.7695 0.539 0.341 0.749
C -1.4774 2.7144 -2.3719 -1.229 -0.364 -0.952
Cl 0.2205 2.9247 -1.9961 0.242 0.176 0.250
H -1.9460 1.4643 -0.6886 0.243 -0.302 -0.065
H -3.1741 1.3921 -1.9003 0.036 0.121 -0.497
H -2.0430 3.6118 -2.1278 0.148 0.000 0.326
H -1.5643 2.5688 -3.4495 0.227 0.311 -0.047
```
Positions in Å, forces in eV/Å.